{
  "formula": "C36H29Cl5N4P2ReS",
  "method": "ωB97M-V/def2-TZVPD",
  "elements": ["Re", "Cl", "C", "C", "C", "Cl", "C", "Cl", "C", "Cl", "C", "Cl", "C", "S", "C", "C", "C", "N", "P", "C", "C", "C", "C", "C", "C", "C", "C", "C", "C", "C", "C", "P", "C", "C", "C", "C", "C", "C", "C", "C", "C", "C", "C", "C", "H", "H", "H", "H", "H", "H", "H", "H", "H", "H", "H", "H", "H", "H", "H", "H", "H", "H", "H", "H", "H", "H", "H", "H", "H", "H", "H", "H", "H", "N", "C", "N", "C", "N"],
  "coordinates": [[0.06934, -0.15801, -0.08835], [2.12709, 0.17559, 1.32298], [2.18164, -1.56076, 0.97798], [1.09034, -1.96047, 0.20859], [1.17184, -3.27475, -0.28664], [0.09425, -3.84634, -1.48804], [2.20507, -4.12736, 0.11024], [2.25659, -5.73006, -0.46776], [3.21950, -3.66695, 0.96020], [4.47073, -4.70077, 1.44388], [3.23376, -2.33192, 1.38042], [4.48373, -1.67798, 2.33164], [-7.94183, 1.50970, 2.70369], [-6.71155, 1.74241, 1.40026], [-6.78728, 0.10409, 0.61151], [-5.47318, -0.19875, -0.10325], [-4.32158, -0.33532, 0.88399], [-2.97633, -0.21779, 0.26809], [-1.93021, 1.00686, 0.70956], [-1.98041, 1.27735, 2.46879], [-2.84421, 2.21590, 3.03531], [-2.87438, 2.36365, 4.41288], [-2.04776, 1.59071, 5.21843], [-1.18941, 0.64995, 4.65821], [-1.15255, 0.49526, 3.28341], [-2.39935, 2.49528, -0.14804], [-1.99319, 3.74617, 0.33488], [-2.25662, 4.88541, -0.40954], [-2.89938, 4.77681, -1.63911], [-3.28491, 3.53336, -2.12662], [-3.02856, 2.38618, -1.38946], [-2.03143, -1.38560, -0.53162], [-2.41636, -1.37740, -2.28344], [-3.68802, -1.67648, -2.77734], [-3.92746, -1.62960, -4.14106], [-2.90541, -1.29067, -5.02051], [-1.63809, -0.98685, -4.53980], [-1.39541, -1.03479, -3.17575], [-2.53192, -2.90641, 0.27638], [-3.15063, -3.95096, -0.40730], [-3.56144, -5.07594, 0.29401], [-3.33012, -5.16974, 1.66082], [-2.68969, -4.13764, 2.33902], [-2.29271, -3.00400, 1.64925], [-8.00867, 2.45272, 3.24344], [-7.63656, 0.72207, 3.39152], [-8.91589, 1.28061, 2.27738], [-7.60602, 0.10186, -0.10294], [-6.99916, -0.64464, 1.37979], [-5.25567, 0.60186, -0.81799], [-5.58936, -1.12789, -0.66814], [-4.40038, -1.27182, 1.43141], [-4.40521, 0.47011, 1.60995], [-3.50516, 2.80461, 2.40993], [-3.54610, 3.08532, 4.86079], [-2.06976, 1.72106, 6.29392], [-0.54954, 0.04816, 5.29307], [-0.47979, -0.23466, 2.84044], [-1.49034, 3.82991, 1.29323], [-1.95639, 5.85841, -0.03867], [-3.09039, 5.66980, -2.22224], [-3.79044, 3.45987, -3.08295], [-3.32533, 1.41459, -1.76782], [-4.49728, -1.92312, -2.10168], [-4.91610, -1.85976, -4.52115], [-3.09621, -1.26691, -6.08728], [-0.84268, -0.72167, -5.22582], [-0.39913, -0.81744, -2.81105], [-3.29460, -3.90110, -1.48013], [-4.05296, -5.88785, -0.22977], [-3.64435, -6.05619, 2.20036], [-2.50491, -4.21590, 3.40416], [-1.80909, -2.18869, 2.17946], [0.38311, 1.47602, -1.04919], [0.62050, 2.51911, -1.63831], [0.96531, 3.44010, -2.31209], [0.64911, 4.68419, -2.67074], [0.40593, 5.75812, -3.01392]],
  "forces_ev_per_angstrom": [[-0.19, 1.24, -0.54], [0.03, 0.11, 0.37], [-0.48, 0.07, -0.22], [0.02, -0.08, -0.33], [0.02, 0.10, 0.07], [-0.25, 0.22, 0.04], [-0.06, 0.02, -0.01], [0.07, -0.08, 0.02], [0.03, -0.08, 0.01], [0.05, -0.03, 0.02], [0.21, -0.05, 0.19], [0.11, 0.01, 0.06], [0.05, 0.05, -0.05], [-0.01, -0.06, 0.06], [0.06, 0.13, 0.11], [-0.02, -0.04, -0.05], [-0.07, 0.08, -0.41], [-0.17, -0.21, 0.40], [0.42, -0.44, -0.03], [0.18, 0.01, 0.08], [-0.07, -0.11, 0.04], [-0.02, 0.04, 0.08], [0.00, -0.01, 0.03], [0.01, -0.03, 0.01], [-0.15, 0.12, 0.00], [0.22, 0.20, 0.02], [-0.06, -0.04, -0.02], [0.05, -0.01, -0.03], [0.02, 0.02, -0.02], [-0.04, 0.01, -0.06], [-0.03, 0.09, 0.07], [-0.09, 0.51, -0.02], [0.22, -0.16, -0.13], [-0.06, 0.11, 0.03], [-0.06, -0.01, -0.02], [0.04, 0.01, -0.05], [-0.07, -0.01, 0.00], [-0.13, -0.03, -0.01], [0.28, -0.08, -0.13], [0.03, -0.02, -0.01], [0.00, -0.05, 0.02], [-0.01, -0.03, -0.03], [0.02, 0.04, 0.04], [-0.06, -0.03, -0.01], [-0.02, -0.03, 0.00], [-0.01, 0.03, -0.02], [-0.01, 0.01, 0.00], [-0.07, -0.10, -0.04], [0.04, 0.02, -0.03], [-0.02, -0.07, 0.03], [-0.06, 0.11, 0.03], [0.11, -0.15, 0.04], [0.05, 0.06, 0.12], [0.02, -0.01, 0.04], [0.03, -0.03, -0.02], [-0.01, -0.01, -0.06], [-0.04, 0.05, -0.04], [0.02, 0.03, 0.04], [-0.02, 0.00, -0.09], [-0.02, -0.07, -0.02], [-0.01, -0.06, 0.03], [0.05, 0.00, 0.07], [0.03, 0.03, -0.03], [0.08, -0.06, -0.09], [0.07, 0.01, 0.03], [0.00, 0.01, 0.08], [-0.04, -0.03, 0.05], [0.07, -0.03, 0.03], [-0.01, -0.01, 0.07], [0.05, 0.07, 0.04], [0.02, 0.08, -0.04], [-0.02, 0.00, -0.08], [-0.02, -0.03, 0.02], [-0.11, -0.81, 0.25], [-0.38, -1.00, 0.06], [0.17, 1.14, -0.18], [-0.08, -0.25, -0.02], [0.08, -0.38, 0.15]],
  "mulliken_spin": [0.772, 0.034, -0.047, 0.001, 0.017, -0.002, 0.004, 0.001, -0.006, -0.002, -0.001, 0.000, 0.000, 0.000, 0.000, 0.004, -0.009, 0.025, 0.073, -0.053, -0.005, 0.000, 0.000, 0.012, 0.019, 0.010, 0.001, 0.001, 0.002, 0.000, -0.002, 0.107, -0.053, -0.010, 0.002, 0.000, 0.016, 0.072, -0.039, -0.003, 0.000, -0.002, 0.009, 0.014, 0.000, 0.000, 0.000, 0.000, 0.000, 0.001, 0.000, -0.002, 0.000, -0.001, 0.000, 0.000, 0.001, 0.001, -0.001, 0.000, 0.000, 0.000, -0.003, 0.001, 0.000, 0.000, 0.001, -0.007, -0.001, 0.000, 0.000, 0.000, -0.012, -0.006, 0.040, 0.027, 0.002, 0.000],
  "e_homo_ha": [-0.472, -0.472],
  "orbital_gap_ev": [4.4, 4.9],
  "multiplicity": 2,
  "lumo_ev": [-8.4, -8.0],
  "s_squared": 0.92,
  "total_charge": 2
}

{
  "formula": "C4H16NO2",
  "method": "ωB97M-V/def2-TZVPD",
  "elements": ["C", "C", "N", "C", "C", "H", "H", "H", "H", "H", "H", "H", "H", "H", "H", "H", "H", "H", "H", "O", "H", "H", "O"],
  "coordinates": [[1.49796, -1.56346, 2.04088], [1.40566, -0.06981, 1.92214], [0.42844, 0.37288, 0.84686], [0.92213, 1.39249, -0.17556], [-0.21652, 1.86735, -1.06745], [2.31278, -1.88967, 2.68748], [0.55901, -2.05567, 2.25434], [1.83545, -1.91950, 1.05670], [2.37742, 0.25446, 1.51935], [1.30406, 0.64872, 2.74371], [0.15666, -0.46698, 0.29227], [-0.47039, 0.55077, 1.28966], [1.33148, 2.19970, 0.41536], [1.74304, 0.87526, -0.66414], [-0.60645, 1.02824, -1.62950], [0.24583, 2.59565, -1.70106], [-1.06460, 2.34678, -0.56827], [-2.53513, -0.28816, -3.54292], [-3.37166, -1.47345, -3.08452], [-2.52916, -1.03122, -2.91786], [-1.90634, -1.15996, -1.35447], [-2.04476, -1.05950, 0.15934], [-1.37489, -1.15493, -0.52237]],
  "forces_ev_per_angstrom": [[0.16, -0.31, -0.60], [1.54, 1.83, -1.09], [-0.03, -1.72, -0.20], [-1.01, -0.10, 1.53], [0.39, -0.53, 0.26], [-0.37, 0.22, 0.40], [-0.11, -0.15, 0.40], [-0.28, -0.03, 0.07], [-0.13, -0.10, 0.01], [-0.52, -0.89, 0.40], [0.11, 0.29, -0.01], [0.02, 0.90, -0.11], [0.18, 0.31, 0.04], [-0.12, 0.11, -0.38], [-0.01, 0.02, -0.33], [-0.05, 0.42, -0.73], [0.39, -0.08, 0.32], [0.15, -0.24, 0.29], [0.11, -0.11, 0.04], [-0.44, 0.28, -0.52], [0.51, 0.04, 0.00], [-0.16, -0.18, 0.16], [-0.33, 0.01, 0.06]],
  "lowdin_charge": [-0.060, -0.184, 0.004, -0.148, -0.055, 0.097, 0.083, 0.096, 0.122, 0.137, 0.114, 0.168, 0.125, 0.137, 0.060, 0.081, 0.096, 0.081, 0.079, -0.034, 0.010, 0.060, -0.070],
  "e_homo_ha": -0.560,
  "orbital_gap_ev": 12.5,
  "lumo_ev": -2.8,
  "total_charge": 1
}

{
  "formula": "C5H6O",
  "method": "ωB97M-V/def2-TZVPD",
  "elements": ["C", "C", "C", "C", "C", "O", "H", "H", "H", "H", "H", "H"],
  "coordinates": [[-2.50004, 0.27973, -0.09563], [-1.30768, -0.26718, 0.18757], [-0.12444, -0.64221, -0.51580], [1.02476, 0.22476, -0.55138], [2.18148, -0.21081, 0.29615], [2.27055, -0.25276, -1.09169], [-2.76911, 0.73967, -1.04219], [-1.27834, -0.80831, 1.14286], [-3.28779, 0.20426, 0.64608], [0.91486, 1.30652, -0.61404], [2.15253, -1.16065, 0.82840], [2.72321, 0.58700, 0.80967]],
  "forces_ev_per_angstrom": [[0.13, 0.06, 0.00], [-0.20, -0.21, -0.27], [0.48, 0.18, 0.16], [-0.67, 0.08, 0.18], [0.09, -0.07, 0.39], [-0.21, -0.04, 0.00], [0.25, -0.12, 0.09], [0.22, 0.06, 0.04], [0.13, 0.12, -0.09], [-0.06, 0.03, -0.09], [-0.04, 0.04, -0.25], [-0.12, -0.13, -0.16]],
  "lowdin_charge": [-0.024, -0.252, 0.135, -0.318, -0.112, -0.029, 0.050, 0.119, 0.044, 0.149, 0.118, 0.120],
  "e_homo_ha": -0.301,
  "orbital_gap_ev": 7.6,
  "lumo_ev": -0.6,
  "total_charge": 0
}

| no. | electronic energy (eV) |
| --- | --- |
| 1 | -137902.038 |
| 2 | -9986.558 |
| 3 | -7324.118 |